# 1
Density functional theory data (wB97M-V/def2-TZVPD) for a molecular structure, C4H6N2OS2 at a distorted geometry.

Calculated values
HOMO level = -8.16 eV
DFT total energy = -30941.8890 eV
molecular weight = 162.239 Da
ΔE to the lowest compared entry with this formula, charge and spin = 23.9 kcal per mole

Atoms and positions in Å:
S  2.094096  -1.667228  -0.729155
S  -0.241532  1.211483  1.210128
O  -0.997811  0.127004  -1.388645
N  0.830432  -1.310813  -1.579908
N  1.887704  -0.616788  0.551022
C  0.708485  0.004351  0.348707
C  0.629586  1.524987  2.801935
C  0.123681  -0.386263  -0.941377
C  -1.671317  -0.781143  -2.282132
H  -1.037081  -1.352029  -3.015712
H  1.656928  1.096640  3.065434
H  0.696829  2.730500  2.815937
H  -2.402603  -0.283205  -2.834359
H  -0.130840  1.160706  3.582562
H  -2.146556  -1.458201  -1.604437

Cartesian forces (eV/Å) of the 3 atoms listed first:
1.7519 0.2418 1.7563
1.3292 -0.4722 0.4499
-0.5133 0.1668 -1.1662

Atom charges from the natural (NBO) analysis, given in e for atoms 1 to 8: S 0.847; S 0.292; O -0.475; N -0.703; N -0.620; C -0.053; C -0.775; C 0.427

# 2
Density functional theory data (wB97M-V/def2-TZVPD) for a molecular structure, C56H52AsIKN7O5P2.

Calculated values
HOMO level = -7.72 eV
DFT total energy = -183425.4836 eV
molecular weight = 1205.948 Da
ΔE to the lowest compared entry with this formula, charge and spin = 0.0 kcal per mole

Atoms and positions in Å:
I  3.996479  -3.194048  -3.853851
As  4.399054  -1.430509  5.770307
K  -0.057462  0.016464  -0.104193
P  2.727266  0.012238  1.728229
P  -0.904287  -2.187281  -2.172487
O  -2.084634  -3.259236  0.622598
O  -5.134395  6.557554  -0.323011
O  -1.649371  -1.134790  1.156443
O  -3.209171  -4.514633  2.841303
O  -3.909291  6.706871  -2.083838
N  -3.469573  -1.757347  -3.183195
N  -1.706079  -2.102309  -4.859259
N  -0.788768  2.298058  1.131753
N  -2.532857  -3.994893  -3.531284
N  1.982131  0.088104  -1.984261
N  -4.205856  6.202392  -1.018054
N  -1.052967  2.417270  -1.573963
C  7.228933  -3.827327  2.806476
C  2.264957  1.129477  -2.761436
C  3.043018  1.028007  -3.905016
C  -1.642157  3.197958  0.615612
C  1.711280  -2.455523  1.036639
C  3.186236  -0.790775  4.345961
C  6.229845  -4.451862  3.537193
C  4.259692  3.215016  -0.240311
C  4.125286  -3.748901  0.684376
C  -2.578127  -1.386705  -2.080404
C  5.371891  0.220000  6.149339
C  -3.353013  5.107305  -0.510445
C  -1.758350  3.296174  -0.833670
C  -3.301386  4.982484  0.829377
C  -2.443288  4.010961  1.427808
C  5.364402  2.616821  6.471221
C  3.769630  0.987389  0.577070
C  5.652901  -2.345564  4.577649
C  6.673745  2.571494  6.926499
C  4.107197  -2.418441  1.069220
C  -2.013204  -3.534175  -4.811860
C  -2.025931  3.346728  -3.548364
C  7.442740  -2.463597  2.958651
C  3.559905  -0.209306  -4.251573
C  2.892935  -1.739101  1.215135
C  3.818658  0.008845  3.217176
C  -1.995519  -4.108486  4.858792
C  -2.369985  3.841446  2.822650
C  -1.647580  -2.717664  2.906587
C  -2.283556  -3.794641  3.531379
C  6.679719  0.184325  6.627860
C  5.450147  -3.714259  4.417934
C  -2.913825  -1.371120  -4.473354
C  2.934311  -4.435250  0.466572
C  2.480516  -1.101180  -2.313852
C  -3.711460  -3.200190  -3.190769
C  -1.527154  2.892389  3.333233
C  4.718709  1.448424  6.090747
C  5.450761  1.330581  -1.124098
C  1.722317  -3.794139  0.662103
C  7.328167  1.350772  7.008021
C  3.276515  -1.292176  -3.433261
C  -0.747649  2.145836  2.436224
C  -2.743399  4.252915  -2.814374
C  3.536313  2.362370  0.582469
C  -1.070175  -3.371073  5.576682
C  -1.185517  2.450837  -2.880171
C  -1.844206  -2.354858  1.435377
C  4.734359  0.482106  -0.293455
C  -0.433357  -2.294075  4.976720
C  -1.518649  -3.909961  -2.475040
C  -2.616711  4.255133  -1.411054
C  -0.590232  -1.782016  -3.960559
C  6.659363  -1.727619  3.837025
C  -0.740791  -1.980236  3.662451
C  5.219872  2.699612  -1.097538
H  2.766195  2.770382  1.229679
H  1.857237  2.084736  -2.447740
H  5.048164  -1.919255  1.273569
H  -2.691077  -0.300317  -4.459624
H  -2.766364  -3.736592  -5.577967
H  4.170724  -0.329695  -5.136456
H  -1.109265  -4.097019  -5.055732
H  7.842387  -4.399889  2.122228
H  2.232265  -1.931353  -1.660312
H  -4.486402  -3.409718  -3.933123
H  2.956970  -5.474909  0.164904
H  0.299584  -2.321120  -4.304202
H  -1.927426  -4.276693  -1.532577
H  5.782421  3.359446  -1.745908
H  4.787842  -0.406087  2.933691
H  3.243927  1.904026  -4.506621
H  8.220631  -1.969287  2.390010
H  4.920262  -0.582013  -0.346791
H  4.841331  3.563005  6.412360
H  3.998739  1.044574  3.514371
H  6.830447  -0.663544  3.937926
H  -0.608311  1.722290  -3.442748
H  -0.353851  -0.715868  -4.062592
H  0.752195  -1.990965  1.227313
H  -2.506720  -4.943830  5.326979
H  4.063617  4.279588  -0.213573
H  6.189974  0.917501  -1.799497
H  7.178895  3.481659  7.222615
H  -0.062022  1.389296  2.806016
H  -3.013513  -1.675807  -1.123088
H  -3.399295  4.955949  -3.300500
H  -1.453591  2.707919  4.395575
H  -0.670095  -4.545433  -2.746067
H  3.692594  1.503891  5.743701
H  2.372566  -0.238271  4.822262
H  -3.672020  -1.557180  -5.238791
H  5.073978  -4.257833  0.568857
H  -4.071381  -3.503075  -2.206830
H  0.778091  -4.309044  0.531937
H  8.346757  1.304581  7.372123
H  -0.267504  -1.134246  3.177191
H  4.673865  -4.214975  4.986459
H  -2.465207  -0.295968  -2.070986
H  -2.988065  4.454070  3.467251
H  7.203843  -0.760959  6.706912
H  -3.901671  5.632390  1.450160
H  -3.575289  -5.183592  3.429755
H  0.292075  -1.708061  5.527260
H  -0.854160  -3.637555  6.603615
H  2.738314  -1.718183  3.974146
H  6.055376  -5.514549  3.425098
H  -2.107855  3.312596  -4.625697

Cartesian forces (eV/Å) of the 3 atoms listed first:
0.0270 -0.0553 -0.0147
0.0380 -0.0185 0.0257
0.4422 0.6074 -0.4431

Atom charges from the Mulliken analysis, given in e for atoms 1 to 8: I 0.040; As 0.120; K 2.450; P 0.501; P 1.585; O -0.700; O -0.588; O -0.816

# 3
Density functional theory data (wB97M-V/def2-TZVPD) for a single C6H7N molecule at a distorted geometry.

Calculated values
HOMO level = -7.96 eV
DFT total energy = -7822.5616 eV
molecular weight = 93.129 Da
ΔE to the lowest compared entry with this formula, charge and spin = 71.2 kcal per mole

Atoms and positions in Å:
N  0.083585  -0.606633  -0.304034
C  -1.233535  -1.086881  -0.080303
C  1.459269  -0.785391  -0.029600
C  1.624838  0.743314  0.087892
C  0.092035  0.775799  -0.337527
C  -2.114685  0.025867  0.025209
C  -1.254994  1.155541  -0.141399
H  2.398454  1.187791  -0.740561
H  -1.764665  -1.975327  0.075946
H  -1.622385  2.106196  0.032742
H  1.633626  -1.376192  0.867831
H  -3.195675  -0.091906  0.246845
H  2.085437  -1.291482  -0.786522
H  1.808690  1.219306  1.083483

Cartesian forces (eV/Å) of the 3 atoms listed first:
-4.0419 -0.5890 -0.6240
-0.3671 2.9408 0.2535
1.8934 -1.1701 0.8951

Atom charges from the natural (NBO) analysis, given in e for atoms 1 to 8: N -0.331; C -0.102; C -0.198; C -0.410; C 0.129; C -0.281; C -0.310; H 0.214